[1]
The following is a DFT calculation (ωB97M-V/def2-TZVPD) of C17H32IrN2O2Se2Si2 as an isolated structure.

Each line ends with the Löwdin charge.
Geometry (Å):
Ir  -0.1326  0.7656  0.5707  0.835
C  3.5596  -1.3509  -1.4397  -0.166
Si  2.5353  0.1876  -1.2119  0.384
C  3.5433  1.7440  -1.3748  -0.165
C  1.2172  0.1860  -2.5249  -0.204
N  1.7353  0.1644  0.3768  -0.235
C  2.3607  -0.0063  1.5842  -0.328
C  3.7490  -0.1434  1.7838  -0.046
C  4.2490  -0.3238  3.0489  -0.096
C  3.3796  -0.3702  4.1528  -0.098
C  2.0260  -0.2225  3.9736  -0.039
C  1.4974  -0.0393  2.6820  -0.308
N  0.1580  0.1326  2.3676  -0.239
Si  -1.2687  -0.0613  3.4296  0.421
C  -0.9200  -0.4232  5.2230  -0.188
C  -2.2082  1.5491  3.3435  -0.162
C  -2.3043  -1.4614  2.7862  -0.184
H  4.0068  -1.3432  -2.4370  0.035
H  2.9235  -2.2354  -1.3633  0.039
H  4.3660  -1.4594  -0.7136  0.019
H  3.9790  1.8224  -2.3739  0.035
H  4.3557  1.8042  -0.6477  0.028
H  2.8966  2.6114  -1.2215  0.003
H  1.6894  0.2241  -3.5116  0.040
H  0.5483  1.0438  -2.4428  -0.031
H  0.6065  -0.7182  -2.4784  0.026
H  4.4158  -0.0837  0.9333  0.082
H  5.3167  -0.4133  3.1997  0.099
H  3.7790  -0.5095  5.1486  0.098
H  1.3623  -0.2304  4.8241  0.063
H  -0.3819  0.3828  5.7251  0.035
H  -0.3551  -1.3476  5.3579  0.038
H  -1.8841  -0.5456  5.7232  0.041
H  -1.8725  2.2560  4.1056  0.040
H  -3.2813  1.3893  3.4732  0.041
H  -2.0475  2.0183  2.3743  -0.027
H  -1.8370  -2.4268  2.9990  0.037
H  -2.4483  -1.3864  1.7102  -0.035
H  -3.2893  -1.4549  3.2612  0.037
O  -3.9250  5.2517  -1.0801  -0.054
C  -4.1548  3.8967  -0.7147  -0.223
C  -2.8832  3.0628  -0.9465  -0.554
C  -2.6123  3.1581  -2.4541  -0.215
O  -1.4375  2.4805  -2.8600  -0.129
C  -3.2588  1.6585  -0.4564  -0.514
Se  -2.0536  0.1249  -0.7331  0.608
C  -1.7845  3.7044  -0.0813  -0.490
Se  0.0444  2.9960  -0.1443  0.697
H  -4.7343  5.7504  -0.9401  0.096
H  -4.9713  3.4719  -1.3097  0.129
H  -4.4305  3.8236  0.3441  0.133
H  -2.5389  4.2187  -2.7095  0.128
H  -3.4886  2.7412  -2.9700  0.135
H  -1.3653  2.5455  -3.8161  0.098
H  -4.1874  1.3493  -0.9427  0.067
H  -3.4537  1.6937  0.6112  0.043
H  -2.0864  3.6773  0.9648  0.054
H  -1.6909  4.7527  -0.3634  0.067

- E_LUMO (spin up / spin down): -0.8 / -1.3 eV
- Multiplicity: 2
- DFT total energy: -174512.618 eV
- E_HOMO (spin up / spin down): -6.993 / -7.008 eV
- HOMO-LUMO gap (spin up / spin down): 0.22940 / 0.21142 Eh

***

[2]
The following is a DFT calculation (ωB97M-V/def2-TZVPD) of C38H50AsN8O8PPbS3 as an isolated structure.

Each line ends with the Löwdin charge.
Geometry (Å):
Pb  0.5829  -0.6751  1.1208  1.301
O  -0.3316  -4.0817  3.8453  0.064
C  0.2865  -3.2098  3.2599  -0.479
N  0.0378  -1.8710  3.2062  0.019
C  -0.6294  -1.2853  4.2448  -0.463
O  -0.9692  -1.7913  5.2991  0.061
C  -0.8171  0.2138  4.0886  -0.206
C  -1.3830  0.9320  5.1358  0.003
C  -1.4641  2.3043  5.0283  -0.055
C  -0.9994  2.9200  3.8732  -0.071
C  -0.4963  2.1263  2.8624  -0.139
N  -0.3879  0.8039  2.9824  0.021
C  1.5135  -3.6340  2.4630  -0.200
C  1.8909  -4.9712  2.4749  -0.001
C  3.0395  -5.3432  1.8030  -0.064
C  3.7795  -4.3691  1.1489  -0.059
C  3.3198  -3.0644  1.1800  -0.138
N  2.2096  -2.7037  1.8172  0.044
H  -1.7303  0.3844  5.9990  0.116
H  -1.8910  2.8935  5.8311  0.101
H  -1.0487  3.9933  3.7438  0.100
H  -0.1648  2.5490  1.9200  0.104
H  1.2678  -5.6713  3.0122  0.113
H  3.3574  -6.3788  1.7876  0.100
H  4.6861  -4.6090  0.6092  0.099
H  3.8533  -2.2708  0.6749  0.049
N  -2.8489  3.3315  -3.2935  0.087
C  -2.1068  2.1372  -3.4275  -0.336
C  -2.5395  1.1286  -4.2826  -0.054
C  -1.8102  -0.0457  -4.4112  -0.066
C  -0.6374  -0.2084  -3.6978  -0.286
C  -0.1996  0.7963  -2.8425  -0.078
C  -0.9228  1.9651  -2.7136  -0.055
S  0.3186  -1.7020  -3.8200  0.563
O  -0.3332  -2.5609  -4.7855  -0.348
O  1.6611  -1.2751  -4.1851  -0.372
N  0.4072  -2.2434  -2.3290  -0.091
C  -0.7176  -2.6213  -1.6845  -0.506
N  -0.5574  -2.9077  -0.3622  0.033
C  -1.6250  -3.3203  0.3060  -0.175
C  -2.8711  -3.4776  -0.2741  -0.095
C  -2.9487  -3.1049  -1.6051  -0.169
N  -1.9151  -2.6853  -2.3110  0.129
H  -3.8384  3.1765  -3.4273  0.066
H  -2.7022  3.7560  -2.3881  0.056
H  -3.4707  1.2528  -4.8268  0.102
H  -2.1500  -0.8543  -5.0447  0.105
H  0.6893  0.6575  -2.2385  0.084
H  -0.5847  2.7230  -2.0156  0.106
H  -1.4923  -3.5200  1.3661  0.096
H  -3.7299  -3.7921  0.2999  0.091
H  -3.9015  -3.1298  -2.1319  0.102
C  -3.2428  3.5290  0.3672  -0.091
C  -3.7888  3.2542  1.7593  -0.466
C  -5.2480  3.6678  1.8951  -0.055
O  -3.6178  1.9152  2.2226  -0.340
P  -3.7414  0.5222  1.3969  -0.143
S  -3.9842  -0.8846  2.7308  0.235
S  -2.2736  0.3313  0.0706  0.270
O  -5.1218  0.9042  0.6087  -0.338
C  -5.7839  0.1511  -0.4149  -0.467
C  -5.8611  -1.3309  -0.1033  -0.090
C  -5.1750  0.4185  -1.7831  -0.075
H  -3.3453  4.5998  0.1639  0.080
H  -3.7966  2.9655  -0.3837  0.051
H  -2.1943  3.2418  0.2886  0.052
H  -3.2018  3.8436  2.4709  0.117
H  -5.8622  3.1284  1.1756  0.069
H  -5.3491  4.7431  1.7223  0.073
H  -5.6077  3.4358  2.8982  0.081
H  -6.7994  0.5625  -0.4005  0.131
H  -4.8645  -1.7695  -0.0867  0.027
H  -6.4517  -1.8249  -0.8800  0.080
H  -6.3192  -1.5040  0.8698  0.062
H  -4.1795  -0.0160  -1.8697  0.033
H  -5.0924  1.4940  -1.9569  0.063
H  -5.8188  -0.0094  -2.5569  0.079
O  3.3573  0.6746  3.7459  0.026
C  3.0796  1.4183  2.8238  -0.543
C  3.5537  2.8786  2.7510  -0.106
C  3.0086  3.3707  1.4196  -0.104
C  2.2082  2.1731  0.9035  -0.605
O  1.5237  2.2046  -0.1145  -0.036
N  2.3284  1.1044  1.7263  0.002
H  4.6414  2.9004  2.8270  0.105
H  3.1516  3.4110  3.6141  0.109
H  3.7825  3.6104  0.6885  0.102
H  2.3462  4.2343  1.4922  0.109
C  5.5526  1.1768  -0.0113  -0.174
C  5.4676  -0.1957  -0.6696  -0.450
As  3.6395  -0.5743  -1.3560  1.218
C  3.6663  0.7041  -2.8569  -0.437
C  4.7668  0.5284  -3.8939  -0.170
C  3.9967  -2.2899  -2.2786  -0.431
C  5.4446  -2.7081  -2.5052  -0.185
H  6.5656  1.3934  0.3402  0.065
H  4.8807  1.2338  0.8455  0.042
H  5.2686  1.9697  -0.7076  0.057
H  5.7073  -0.9708  0.0639  0.050
H  6.1995  -0.2868  -1.4738  0.040
H  3.6862  1.6967  -2.3997  0.051
H  2.6985  0.5912  -3.3405  0.023
H  5.7671  0.5699  -3.4546  0.048
H  4.7124  1.3110  -4.6567  0.062
H  4.6532  -0.4292  -4.4041  0.061
H  3.4410  -2.2150  -3.2130  0.032
H  3.4703  -3.0441  -1.6905  0.040
H  5.9922  -1.9820  -3.1083  0.046
H  5.4865  -3.6667  -3.0313  0.062
H  5.9917  -2.8280  -1.5661  0.050

- E_LUMO: 4.2 eV
- Charge: -2
- Multiplicity: 1
- DFT total energy: -176408.029 eV
- E_HOMO: -2.712 eV
- HOMO-LUMO gap: 0.25294 Eh
- Energy relative to the best compared isomer or geometry (same formula, charge and spin): 0.208 eV

***

[3]
The following is a DFT calculation (ωB97M-V/def2-TZVPD) of C5H8N2 in the gas phase.

Each line ends with the Löwdin charge.
Geometry (Å):
C  -2.3765  0.6486  0.3465  -0.068
C  -0.9881  0.2672  0.9248  -0.277
C  -0.1230  -0.8206  0.7212  -0.021
N  0.9106  -0.3097  -0.0409  -0.152
C  2.0710  -0.9618  -0.5919  -0.035
C  0.6754  1.0194  -0.1849  -0.195
N  -0.3503  1.4109  0.4791  0.035
H  -2.9275  1.3312  0.9921  0.064
H  -2.2051  1.2303  -0.5901  0.081
H  -2.9142  -0.2402  0.0589  0.056
H  -0.0493  -1.8685  1.0270  0.117
H  1.8423  -2.0013  -0.8306  0.088
H  2.3427  -0.4456  -1.5198  0.092
H  2.9124  -0.9121  0.1031  0.090
H  1.1795  1.6521  -0.8947  0.125

- E_LUMO: 0.8 eV
- SMILES: Cc1cn(C)cn1
- Multiplicity: 1
- DFT total energy: -8292.793 eV
- E_HOMO: -8.080 eV
- HOMO-LUMO gap: 0.32808 Eh
- Energy relative to the best compared isomer or geometry (same formula, charge and spin): 2.203 eV

***

[4]
The following is a DFT calculation (ωB97M-V/def2-TZVPD) of C40H39BeClN4P2 as an isolated structure.

Each line ends with the Löwdin charge.
Geometry (Å):
Be  -0.0099  0.6062  0.2744  -0.103
C  1.5205  0.3655  3.1298  -0.278
N  2.3822  -0.6739  2.5982  -0.190
C  3.0797  -0.3589  1.3665  -0.275
P  2.0408  0.0486  -0.1270  1.119
C  2.8084  1.5239  -0.8720  -0.375
C  2.4404  1.7810  -2.1961  -0.104
C  2.9206  2.8973  -2.8579  -0.052
C  3.7629  3.7836  -2.1976  -0.053
C  4.1153  3.5485  -0.8787  -0.059
C  3.6393  2.4254  -0.2136  -0.091
C  2.4405  -1.2893  -1.2758  -0.372
C  3.7019  -1.3451  -1.8702  -0.078
C  4.0130  -2.3938  -2.7177  -0.049
C  3.0747  -3.3877  -2.9706  -0.049
C  1.8221  -3.3340  -2.3786  -0.061
C  1.4989  -2.2831  -1.5330  -0.092
C  3.1990  -1.3241  3.5916  -0.233
C  2.5715  -1.9476  4.6698  -0.035
C  3.3197  -2.5807  5.6474  -0.063
C  4.7045  -2.6127  5.5617  -0.072
C  5.3307  -1.9976  4.4922  -0.062
C  4.5873  -1.3503  3.5128  -0.027
P  -0.1895  0.2995  2.4092  1.100
C  -0.9077  -1.2769  2.9467  -0.345
C  -0.2804  -2.4812  2.6132  -0.097
C  -0.8339  -3.6835  3.0255  -0.055
C  -2.0273  -3.6976  3.7339  -0.054
C  -2.6772  -2.5064  4.0245  -0.068
C  -2.1219  -1.2971  3.6338  -0.095
C  -1.1039  1.5767  3.3126  -0.374
C  -2.0335  2.3517  2.6153  -0.111
C  -2.7488  3.3479  3.2609  -0.059
C  -2.5435  3.5759  4.6141  -0.047
C  -1.6344  2.7975  5.3185  -0.046
C  -0.9167  1.8012  4.6761  -0.070
H  1.9263  1.3746  2.9540  0.102
H  1.4281  0.2369  4.2046  0.088
H  3.6416  -1.2447  1.0748  0.108
H  3.7973  0.4616  1.4904  0.082
H  1.7805  1.0901  -2.7116  0.116
H  2.6523  3.0687  -3.8921  0.117
H  4.1426  4.6572  -2.7106  0.117
H  4.7744  4.2337  -0.3619  0.116
H  3.9324  2.2817  0.8180  0.096
H  4.4304  -0.5671  -1.6749  0.118
H  4.9900  -2.4352  -3.1802  0.118
H  3.3264  -4.2060  -3.6316  0.118
H  1.0975  -4.1123  -2.5772  0.114
H  0.5178  -2.2327  -1.0738  0.085
H  1.4911  -1.9497  4.7423  0.103
H  2.8156  -3.0590  6.4768  0.113
H  5.2892  -3.1139  6.3207  0.113
H  6.4095  -2.0067  4.4118  0.114
H  5.1154  -0.8691  2.7013  0.103
H  0.6419  -2.4718  2.0506  0.099
H  -0.3262  -4.6115  2.7976  0.118
H  -2.4508  -4.6378  4.0612  0.117
H  -3.6127  -2.5179  4.5686  0.116
H  -2.6185  -0.3672  3.8841  0.104
H  -2.1981  2.1654  1.5596  0.086
H  -3.4621  3.9468  2.7093  0.114
H  -3.0928  4.3549  5.1255  0.119
H  -1.4869  2.9645  6.3772  0.119
H  -0.2230  1.1975  5.2479  0.112
Cl  -1.9256  4.5282  -2.8244  0.761
C  -0.9901  4.0730  -1.4629  -0.634
C  -0.3903  5.0218  -0.6438  -0.029
C  0.3661  4.5816  0.4287  0.003
C  0.4785  3.2251  0.6614  -0.108
N  -0.1128  2.3119  -0.1184  -0.024
C  -0.8177  2.7311  -1.1745  -0.126
H  -0.5091  6.0756  -0.8577  0.130
H  0.8627  5.2809  1.0858  0.131
H  1.0525  2.8559  1.4991  0.106
H  -1.2492  1.9719  -1.8133  0.111
C  -4.3859  -1.2840  0.7395  0.013
N  -3.7718  -0.4039  -0.2619  -0.147
C  -4.6583  0.4626  -1.0508  0.012
C  -2.4960  -0.2684  -0.3437  -0.164
N  -1.3384  -0.1575  -0.4117  0.189
H  -5.1260  -1.9155  0.2508  0.107
H  -4.8799  -0.6830  1.5042  0.106
H  -3.6302  -1.9120  1.2044  0.088
H  -5.4363  -0.1458  -1.5081  0.106
H  -4.0956  0.9626  -1.8353  0.098
H  -5.1245  1.2072  -0.4043  0.104

- E_LUMO: -5.3 eV
- Charge: +2
- Multiplicity: 1
- DFT total energy: -79564.742 eV
- E_HOMO: -12.799 eV
- HOMO-LUMO gap: 0.27514 Eh
- Energy relative to the best compared isomer or geometry (same formula, charge and spin): 0.000 eV